A structure of composition C31H38AuClN4O2S4. Source: the Open Molecules 2025 dataset; level of theory: ωB97M-V with the def2-TZVPD basis set.

Geometry (Å):
Au (-1.39, -2.07, -1.23)
O (-6.36, -3.68, 3.10)
C (-5.47, -3.42, 2.35)
S (-5.64, -3.42, 0.58)
C (-3.98, -2.96, 0.24)
C (-3.16, -2.78, 1.28)
S (-1.49, -2.27, 1.14)
S (-3.82, -3.02, 2.88)
S (-3.56, -2.68, -1.44)
C (-3.30, 2.96, 0.80)
C (-3.50, 1.76, -0.13)
C (-4.48, 2.10, -1.27)
C (-4.01, 0.55, 0.65)
C (-2.20, 1.43, -0.74)
N (-1.18, 1.19, -1.22)
H (-4.26, 3.22, 1.25)
H (-2.93, 3.83, 0.25)
H (-2.60, 2.73, 1.60)
H (-5.45, 2.34, -0.83)
H (-4.60, 1.26, -1.94)
H (-4.13, 2.96, -1.84)
H (-4.95, 0.80, 1.13)
H (-3.30, 0.24, 1.42)
H (-4.18, -0.30, -0.02)
C (-1.28, -2.03, -3.34)
C (-2.45, -1.43, -4.05)
C (-3.42, -2.24, -4.62)
C (-4.52, -1.69, -5.28)
C (-4.65, -0.31, -5.36)
C (-3.68, 0.51, -4.79)
C (-2.59, -0.05, -4.14)
H (-0.37, -1.47, -3.55)
H (-1.13, -3.07, -3.62)
H (-3.33, -3.32, -4.56)
H (-5.26, -2.34, -5.72)
H (-5.50, 0.12, -5.87)
H (-3.78, 1.58, -4.86)
H (-1.85, 0.60, -3.69)
C (5.19, 1.11, -0.43)
C (5.57, 0.32, 0.83)
C (5.90, 1.29, 1.96)
C (6.84, -0.48, 0.51)
C (4.43, -0.66, 1.28)
O (4.97, -1.60, 2.23)
C (3.23, -0.01, 2.01)
C (2.47, 1.20, 1.44)
C (1.30, 1.51, 2.33)
C (0.12, 0.78, 2.21)
C (-0.95, 0.99, 3.07)
C (-0.84, 1.97, 4.04)
Cl (-2.19, 2.26, 5.10)
C (0.31, 2.72, 4.17)
C (1.38, 2.48, 3.32)
C (3.99, -1.62, 0.15)
N (2.71, -1.37, -0.49)
C (1.55, -1.98, -0.26)
N (0.64, -1.50, -1.09)
C (1.32, -0.58, -1.83)
N (2.57, -0.47, -1.49)
H (6.02, 1.78, -0.67)
H (4.30, 1.72, -0.30)
H (5.03, 0.47, -1.29)
H (6.75, 1.91, 1.66)
H (6.21, 0.77, 2.88)
H (5.08, 1.96, 2.21)
H (7.61, 0.22, 0.18)
H (6.69, -1.19, -0.30)
H (7.21, -1.02, 1.37)
H (5.28, -1.12, 3.00)
H (3.59, 0.27, 3.00)
H (2.51, -0.81, 2.20)
H (2.12, 1.01, 0.42)
H (3.12, 2.07, 1.39)
H (0.02, 0.03, 1.43)
H (-1.84, 0.39, 2.98)
H (0.37, 3.49, 4.94)
H (2.29, 3.06, 3.42)
H (3.93, -2.61, 0.60)
H (4.73, -1.67, -0.65)
H (1.39, -2.74, 0.49)
H (0.85, 0.03, -2.58)

For the energy relative to the best compared isomer or geometry (same formula, charge and spin), the calculation gives 0.0 kJ/mol. The net charge is 0. As for the HOMO-LUMO gap: 6.952 eV. The calculation puts the HOMO energy at -7.33 eV. For the total energy, the calculation gives -3762.265982 a.u.